1.
A molecular structure, C64H78InO3Si in a non-equilibrium geometry, computed with wB97M-V/def2-TZVPD.

The HOMO-LUMO gap is 6.67 eV. The HOMO energy comes out at -4.8 eV. For the LUMO energy, the calculation gives 1.89 eV. The charge is -1.

```
147
Properties=species:S:1:pos:R:3:lowdin_charge:R:1
C -2.718 -1.983 -1.812 -0.1654
Si -1.668 -0.522 -1.281 0.4199
C -0.222 -1.185 -0.265 -0.1358
C -0.927 0.214 -2.855 -0.1572
O -2.521 0.699 -0.572 -0.2269
C -3.667 0.361 0.222 -0.3801
C -3.302 -0.168 1.614 -0.2876
In -3.356 1.527 3.102 0.4511
C -1.613 1.454 4.514 -0.3161
C -0.657 0.290 4.154 -0.3072
C 0.766 0.749 3.796 -0.1648
C 0.909 0.773 2.275 -0.1828
O 1.608 1.912 1.755 -0.0616
C 0.924 3.071 1.896 -0.3108
O 1.458 4.070 2.371 0.0507
H -2.076 -2.627 -2.412 0.0282
H -3.552 -1.665 -2.430 0.0309
H -3.078 -2.588 -0.984 0.0263
H -0.343 -1.120 0.808 0.0025
H 0.720 -0.741 -0.575 0.0210
H -0.130 -2.248 -0.497 0.0146
H -0.888 1.298 -2.771 0.0293
H -1.584 -0.009 -3.692 0.0296
H 0.076 -0.156 -3.036 0.0033
H -4.228 1.286 0.325 0.0691
H -4.326 -0.334 -0.307 0.0875
H -4.053 -0.901 1.904 0.0167
H -2.336 -0.666 1.582 -0.0082
H -4.896 1.620 3.993 -0.1301
H -3.180 3.028 2.121 -0.1067
H -1.972 1.309 5.528 0.0061
H -1.109 2.414 4.453 0.0094
H -0.659 -0.450 4.951 0.0850
H -1.048 -0.216 3.273 0.0425
H 1.490 0.062 4.231 0.1023
H 0.968 1.728 4.216 0.1051
H 1.441 -0.108 1.935 0.1207
H -0.082 0.736 1.825 0.0976
H -0.102 3.113 1.505 0.1537
C 0.379 5.791 -0.270 -0.0689
C -0.407 6.926 -0.409 -0.0878
C -0.974 7.232 -1.639 -0.1139
C -0.760 6.399 -2.729 -0.0966
C 0.025 5.263 -2.590 -0.1170
C 0.597 4.962 -1.362 -0.0814
H 0.821 5.551 0.687 0.0808
H -0.583 7.568 0.445 0.1039
H -1.588 8.117 -1.749 0.0959
H -1.208 6.636 -3.687 0.0988
H 0.190 4.612 -3.439 0.1033
H 1.213 4.077 -1.256 0.0811
C 3.512 1.029 -3.685 -0.1086
C 4.630 1.222 -2.885 -0.1084
C 4.478 1.614 -1.562 -0.0854
C 3.207 1.799 -1.034 -0.0741
C 2.090 1.602 -1.835 -0.1008
C 2.241 1.223 -3.162 -0.0923
H 3.630 0.725 -4.718 0.0946
H 5.621 1.066 -3.295 0.0991
H 5.349 1.769 -0.939 0.1001
H 3.081 2.095 -0.004 0.0893
H 1.098 1.742 -1.421 0.0944
H 1.368 1.074 -3.785 0.0811
C 1.240 -7.074 1.407 -0.1012
C 0.258 -6.793 2.348 -0.1042
C -0.704 -5.828 2.082 -0.0966
C -0.687 -5.147 0.875 -0.0913
C 0.295 -5.426 -0.066 -0.0972
C 1.259 -6.388 0.199 -0.0974
H 1.993 -7.822 1.616 0.0968
H 0.244 -7.322 3.292 0.0978
H -1.464 -5.603 2.819 0.1018
H -1.435 -4.392 0.671 0.0963
H 0.309 -4.890 -1.007 0.0967
H 2.028 -6.601 -0.532 0.0962
C -7.392 -1.096 4.570 -0.0904
C -6.519 -0.905 5.630 -0.0955
C -7.014 -0.572 6.883 -0.0957
C -8.382 -0.437 7.077 -0.1087
C -9.255 -0.632 6.017 -0.1116
C -8.760 -0.958 4.762 -0.1024
H -7.004 -1.344 3.591 0.1015
H -5.454 -1.005 5.475 0.0964
H -6.331 -0.413 7.707 0.0983
H -8.766 -0.177 8.056 0.0936
H -10.322 -0.525 6.168 0.0929
H -9.440 -1.102 3.932 0.0955
C -5.420 6.841 -0.250 -0.0804
C -4.225 7.531 -0.099 -0.0837
C -4.234 8.842 0.356 -0.0970
C -5.437 9.464 0.663 -0.1071
C -6.631 8.773 0.512 -0.1074
C -6.622 7.463 0.055 -0.0982
H -5.411 5.817 -0.599 0.1058
H -3.290 7.043 -0.328 0.0792
H -3.302 9.380 0.474 0.0966
H -5.443 10.485 1.022 0.0948
H -7.569 9.255 0.756 0.0948
H -7.554 6.924 -0.061 0.0979
C 0.945 -5.707 7.019 -0.1045
C -0.036 -5.419 7.958 -0.1057
C -0.999 -4.458 7.684 -0.0983
C -0.985 -3.787 6.469 -0.0886
C -0.006 -4.077 5.529 -0.0943
C 0.960 -5.035 5.805 -0.1020
H 1.697 -6.455 7.234 0.0958
H -0.050 -5.944 8.905 0.0957
H -1.761 -4.229 8.418 0.0988
H -1.736 -3.038 6.253 0.1019
H 0.003 -3.556 4.580 0.1011
H 1.725 -5.256 5.072 0.0988
C 4.715 -2.318 -4.593 -0.0833
C 3.824 -2.436 -5.650 -0.0899
C 3.944 -3.490 -6.547 -0.0961
C 4.951 -4.431 -6.381 -0.1050
C 5.840 -4.314 -5.321 -0.1176
C 5.725 -3.256 -4.430 -0.0895
H 4.618 -1.498 -3.894 0.0819
H 3.033 -1.708 -5.774 0.0978
H 3.250 -3.580 -7.373 0.0991
H 5.040 -5.258 -7.074 0.1007
H 6.622 -5.051 -5.190 0.0947
H 6.419 -3.165 -3.605 0.1015
C 5.380 6.663 -4.514 -0.1021
C 5.107 7.051 -5.818 -0.1080
C 3.794 7.102 -6.266 -0.1053
C 2.755 6.769 -5.408 -0.0913
C 3.028 6.382 -4.103 -0.0778
C 4.341 6.327 -3.658 -0.0853
H 6.404 6.620 -4.166 0.0966
H 5.917 7.315 -6.486 0.0949
H 3.581 7.401 -7.285 0.0956
H 1.731 6.811 -5.755 0.0988
H 2.218 6.125 -3.435 0.0737
H 4.552 6.020 -2.642 0.1028
C 5.737 -9.726 -2.899 -0.1023
C 4.490 -9.760 -3.505 -0.1005
C 3.903 -8.584 -3.952 -0.0939
C 4.566 -7.374 -3.798 -0.0914
C 5.814 -7.342 -3.193 -0.0977
C 6.399 -8.516 -2.741 -0.0977
H 6.194 -10.643 -2.547 0.0976
H 3.974 -10.703 -3.629 0.0982
H 2.927 -8.610 -4.419 0.1003
H 4.110 -6.457 -4.149 0.0954
H 6.331 -6.398 -3.072 0.0918
H 7.370 -8.489 -2.264 0.0986
```



2.
12 unconnected molecules or ions with the total composition C65H118F36N12O26S12 in a non-equilibrium geometry, computed with wB97M-V/def2-TZVPD.

The HOMO-LUMO gap is 4.46 eV. The HOMO energy comes out at -8.1 eV. For the LUMO energy, the calculation gives -3.66 eV. The charge is 0.

```
269
Properties=species:S:1:pos:R:3:lowdin_charge:R:1
C 2.172 2.418 1.275 -0.0010
C 1.780 0.899 1.019 -0.3589
C 1.395 0.479 2.460 -0.1127
C 0.646 -0.899 2.470 -0.1243
C -0.549 -1.006 1.432 -0.0536
C -0.311 -0.395 0.002 -0.3858
N 0.554 0.875 0.112 0.1669
O 0.622 1.674 -1.007 0.1460
C -1.627 0.083 -0.564 -0.0364
C 0.300 -1.424 -0.981 0.0097
C 2.935 0.007 0.420 0.0435
H 2.575 2.936 0.405 0.0800
H 2.944 2.457 2.043 0.0860
H 1.262 2.959 1.536 0.0743
H 0.661 1.152 2.902 0.0938
H 2.304 0.508 3.060 0.1078
H 0.240 -1.041 3.472 0.0909
H 1.384 -1.700 2.447 0.0819
H -1.410 -0.505 1.874 0.0941
H -0.754 -2.077 1.426 0.1245
H -2.196 0.633 0.185 0.0713
H -2.283 -0.772 -0.730 0.0862
H -1.541 0.523 -1.558 0.0798
H -0.469 -2.137 -1.278 0.0786
H 1.116 -1.980 -0.520 0.0593
H 0.576 -0.981 -1.937 0.0948
H 2.659 -1.000 0.107 0.0615
H 3.713 -0.098 1.175 0.0932
H 3.373 0.557 -0.413 0.0969
C -5.215 1.182 0.877 -0.0817
C -5.459 -0.195 0.323 -0.2388
C -6.908 -0.549 -0.060 -0.0634
N -7.127 -2.044 -0.657 -0.1759
C -8.641 -2.259 -0.621 -0.0943
C -8.989 -3.571 -1.351 -0.1675
C -8.475 -3.618 -2.784 -0.1952
C -6.963 -3.471 -2.790 -0.1584
C -6.531 -2.125 -2.121 -0.0496
C -6.499 -3.067 0.294 0.0174
H -5.608 1.277 1.889 0.0710
H -5.815 1.895 0.310 0.0802
H -4.161 1.459 0.892 0.0543
H -5.121 -0.828 1.144 0.0875
H -4.865 -0.333 -0.580 0.0850
H -7.382 0.103 -0.793 0.1252
H -7.440 -0.461 0.888 0.0923
H -9.137 -1.437 -1.137 0.1354
H -8.929 -2.188 0.428 0.1032
H -10.044 -3.823 -1.239 0.1199
H -8.543 -4.449 -0.883 0.1046
H -8.999 -2.848 -3.350 0.1123
H -8.692 -4.542 -3.321 0.1165
H -6.501 -3.753 -3.736 0.1097
H -6.508 -4.282 -2.220 0.0955
H -6.794 -1.210 -2.652 0.1142
H -5.446 -2.088 -2.026 0.0902
H -6.919 -2.897 1.286 0.0753
H -5.412 -3.035 0.357 0.1005
H -6.715 -4.100 0.021 0.0903
C -0.696 10.121 2.312 -0.0782
C 0.388 9.321 3.075 -0.2122
C 0.819 8.001 2.374 -0.0533
N 1.574 6.915 3.297 -0.1944
C 2.005 5.587 2.516 -0.0464
C 3.220 5.919 1.562 -0.1751
C 4.346 6.571 2.250 -0.1961
C 3.944 7.822 3.078 -0.1209
C 2.762 7.531 4.086 -0.0930
C 0.631 6.421 4.448 0.0074
H -1.463 9.435 1.954 0.0686
H -0.272 10.630 1.447 0.0772
H -1.173 10.923 2.875 0.0756
H -0.042 9.179 4.067 0.1004
H 1.311 9.873 3.251 0.1019
H 1.497 8.195 1.543 0.1279
H 0.003 7.342 2.076 0.0963
H 1.165 5.341 1.867 0.1002
H 2.326 4.828 3.230 0.1211
H 2.817 6.499 0.732 0.0893
H 3.603 4.992 1.135 0.1088
H 5.196 6.708 1.581 0.1050
H 4.845 5.823 2.866 0.1061
H 3.609 8.569 2.358 0.1052
H 4.748 8.296 3.641 0.1149
H 2.441 8.445 4.585 0.1151
H 3.130 6.733 4.731 0.1289
H -0.327 6.288 3.945 0.0772
H 0.534 7.173 5.231 0.0980
H 0.995 5.442 4.758 0.0806
C 3.555 -1.874 -3.084 -0.0513
C 3.302 -2.876 -4.301 -0.1743
C 3.911 -4.276 -4.043 -0.0845
N 3.571 -5.287 -5.188 -0.2403
C 4.150 -6.709 -4.848 -0.0536
C 3.357 -7.380 -3.719 -0.1604
C 1.862 -7.446 -3.967 -0.1652
C 1.343 -6.043 -4.268 -0.1715
C 2.061 -5.390 -5.436 -0.1253
C 4.186 -4.797 -6.508 0.0303
H 4.619 -1.900 -2.849 0.0751
H 3.011 -2.180 -2.190 0.0281
H 3.136 -0.919 -3.401 0.0763
H 3.829 -2.479 -5.169 0.0949
H 2.234 -2.865 -4.522 0.0851
H 3.658 -4.803 -3.124 0.0983
H 4.997 -4.286 -3.950 0.1385
H 5.190 -6.470 -4.623 0.1357
H 3.993 -7.271 -5.769 0.1280
H 3.672 -7.008 -2.745 0.0961
H 3.651 -8.429 -3.670 0.1237
H 1.395 -7.927 -3.108 0.1210
H 1.612 -7.994 -4.875 0.1195
H 1.499 -5.363 -3.431 0.1109
H 0.266 -6.090 -4.430 0.1208
H 1.526 -4.487 -5.730 0.1184
H 1.854 -6.044 -6.283 0.1304
H 5.231 -4.730 -6.208 0.1064
H 3.885 -3.792 -6.804 0.1005
H 3.923 -5.638 -7.150 0.1015
C -0.341 1.046 -7.439 -0.0698
C -1.049 2.225 -6.665 -0.1787
C -2.501 1.775 -6.345 -0.1317
N -3.479 2.758 -5.747 -0.2397
C -4.825 1.980 -5.330 -0.0527
C -4.610 1.066 -4.122 -0.1358
C -3.899 1.798 -2.960 -0.1609
C -2.688 2.541 -3.434 -0.1734
C -2.904 3.543 -4.548 -0.0717
C -3.913 3.753 -6.798 0.0021
H -0.747 0.914 -8.442 0.0749
H -0.538 0.096 -6.942 0.0537
H 0.718 1.303 -7.461 0.0821
H -0.910 3.112 -7.282 0.1089
H -0.493 2.464 -5.759 0.1059
H -2.390 0.994 -5.592 0.0988
H -3.111 1.280 -7.101 0.1387
H -5.165 1.506 -6.250 0.1271
H -5.523 2.775 -5.065 0.1313
H -3.974 0.257 -4.480 0.1021
H -5.554 0.664 -3.757 0.1117
H -3.604 1.054 -2.220 0.0933
H -4.535 2.472 -2.385 0.1296
H -1.847 1.894 -3.683 0.1171
H -2.355 3.100 -2.559 0.1148
H -2.013 4.072 -4.885 0.1367
H -3.581 4.354 -4.283 0.1394
H -4.514 3.295 -7.583 0.1083
H -3.051 4.331 -7.131 0.1094
H -4.562 4.500 -6.340 0.1023
C 4.507 -5.664 5.733 -0.0325
C 3.517 -4.789 6.577 -0.1436
N 2.323 -4.296 5.751 -0.2258
C 1.357 -5.472 5.642 0.0190
C 1.647 -3.286 6.736 -0.1243
C 0.246 -2.623 6.373 -0.0231
C 2.636 -3.675 4.324 -0.0350
C 3.577 -2.487 4.323 -0.2221
O 3.046 -1.349 4.926 -0.2104
C 3.962 -0.300 5.163 -0.0669
H 5.263 -6.049 6.416 0.0871
H 5.091 -5.205 4.935 0.0616
H 4.024 -6.467 5.175 0.0777
H 3.991 -3.893 6.979 0.1209
H 3.109 -5.260 7.471 0.1225
H 1.642 -6.366 5.088 0.1076
H 0.395 -5.066 5.330 0.0961
H 1.220 -5.741 6.690 0.1003
H 2.431 -2.535 6.834 0.1098
H 1.488 -3.789 7.689 0.1214
H -0.109 -2.048 7.228 0.0888
H -0.553 -3.354 6.257 0.0693
H 0.239 -2.020 5.465 0.0553
H 1.646 -3.402 3.958 0.1112
H 3.115 -4.445 3.718 0.1078
H 3.918 -2.212 3.325 0.1167
H 4.452 -2.858 4.856 0.1185
H 4.714 -0.661 5.864 0.0953
H 3.585 0.661 5.513 0.1041
H 4.463 -0.206 4.200 0.0754
C 6.524 2.270 3.637 -0.5524
F 6.436 3.072 4.716 0.1087
F 7.145 1.123 3.926 0.1330
F 5.216 2.061 3.219 0.0455
S 7.526 3.290 2.216 0.6913
O 6.709 4.321 1.623 -0.3084
O 8.686 3.828 2.905 -0.3116
N 8.042 2.051 1.090 -0.2944
S 6.939 1.964 0.068 0.5222
O 5.600 1.656 0.506 -0.3386
O 6.971 3.051 -0.933 -0.3207
C 7.551 0.261 -0.807 -0.5535
F 8.895 0.258 -1.077 0.0923
F 7.152 -0.802 -0.074 0.0825
F 6.931 0.141 -2.001 0.0918
C -1.410 -2.719 -4.726 -0.5474
F -1.336 -3.292 -5.969 0.0977
F -0.345 -3.027 -3.957 0.1057
F -1.392 -1.365 -4.853 0.0930
S -3.074 -3.300 -3.811 0.6758
O -3.093 -2.440 -2.631 -0.3428
O -4.095 -3.057 -4.823 -0.3129
N -2.866 -4.951 -3.513 -0.2973
S -2.862 -5.122 -2.020 0.5823
O -1.560 -4.566 -1.517 -0.3467
O -4.121 -4.806 -1.301 -0.3194
C -2.632 -7.026 -1.912 -0.6110
F -3.519 -7.804 -2.489 0.1492
F -1.396 -7.420 -2.364 0.0867
F -2.726 -7.429 -0.622 0.1032
C 1.509 -5.584 1.068 -0.5971
F 0.990 -4.541 1.782 0.0954
F 1.867 -6.597 1.905 0.1016
F 0.601 -6.113 0.266 0.1553
S 3.035 -5.019 0.046 0.6955
O 3.571 -6.264 -0.444 -0.2979
O 2.553 -4.077 -0.970 -0.3171
N 4.006 -4.267 1.259 -0.3136
S 5.309 -3.934 0.613 0.5777
O 5.972 -5.148 0.040 -0.3505
O 5.279 -2.656 -0.171 -0.3382
C 6.563 -3.524 2.162 -0.6553
F 7.751 -3.131 1.725 0.1600
F 6.034 -2.511 2.807 0.1224
F 6.721 -4.582 2.921 0.1479
C -1.972 6.008 0.052 -0.6222
F -2.698 6.891 0.717 0.1413
F -2.433 5.979 -1.180 0.1531
F -0.639 6.330 -0.016 0.0984
S -2.288 4.290 0.940 0.7422
O -3.771 4.101 1.008 -0.3139
O -1.621 3.282 0.083 -0.3608
N -1.439 4.401 2.476 -0.2915
S -2.125 3.252 3.209 0.5364
O -3.486 3.564 3.720 -0.2912
O -1.910 1.985 2.504 -0.3458
C -1.025 3.072 4.768 -0.6316
F 0.260 2.959 4.429 0.1152
F -1.257 4.127 5.542 0.1259
F -1.445 2.001 5.498 0.1151
C 1.251 4.858 -2.394 -0.5622
F 1.871 4.941 -1.163 0.0835
F 1.073 3.577 -2.801 0.0892
F 0.064 5.492 -2.263 0.0869
S 2.132 5.774 -3.820 0.7004
O 1.731 5.023 -5.026 -0.3527
O 1.702 7.161 -3.927 -0.3176
N 3.854 5.576 -3.414 -0.2918
S 4.169 6.884 -2.623 0.5747
O 4.567 7.995 -3.442 -0.3077
O 3.129 7.279 -1.587 -0.3968
C 5.698 6.333 -1.516 -0.6121
F 6.083 7.316 -0.647 0.0963
F 5.317 5.286 -0.812 0.1278
F 6.752 6.133 -2.309 0.1351
C -9.250 -3.020 4.001 -0.5141
F -10.400 -2.989 4.765 0.1013
F -8.320 -3.667 4.818 0.0719
F -9.360 -3.692 2.827 0.0993
S -8.640 -1.224 3.621 0.6806
O -9.303 -0.772 2.419 -0.3183
O -9.018 -0.382 4.740 -0.2790
N -6.948 -1.471 3.259 -0.2885
S -6.299 -0.724 4.412 0.4957
O -6.378 0.735 4.165 -0.3183
O -6.659 -1.119 5.714 -0.2819
C -4.403 -1.147 4.278 -0.5983
F -3.809 -0.773 5.420 0.1226
F -4.241 -2.479 4.172 0.1001
F -3.801 -0.542 3.227 0.1035
```



Question: What is the charge in the second record?
Answer: 0



Question: Which value of HOMO-LUMO gap does entry 2 give?
Answer: 4.46 eV



Question: What is the charge in the second record?
Answer: 0